{"formula": "C48H128N8O20", "method": "the ωB97M-V functional and the def2-TZVPD basis", "smiles": "COCCNCCOC.COCCNCCOC.COCCNCCOC.COCCNCCOC.COCCNCCOC.COCCNCCOC.COCCNCCOC.COCCNCCOC.O.O.O.O", "e_tot_ha": -3847.83429, "charge": 0, "lumo_energy_ha": 0.003, "relative_energy_kcal_mol": 74.42, "gap_ev": 8.61, "species": ["C", "O", "C", "C", "N", "C", "C", "O", "C", "H", "H", "H", "H", "H", "H", "H", "H", "H", "H", "H", "H", "H", "H", "H", "C", "O", "C", "C", "N", "C", "C", "O", "C", "H", "H", "H", "H", "H", "H", "H", "H", "H", "H", "H", "H", "H", "H", "H", "C", "O", "C", "C", "N", "C", "C", "O", "C", "H", "H", "H", "H", "H", "H", "H", "H", "H", "H", "H", "H", "H", "H", "H", "C", "O", "C", "C", "N", "C", "C", "O", "C", "H", "H", "H", "H", "H", "H", "H", "H", "H", "H", "H", "H", "H", "H", "H", "C", "O", "C", "C", "N", "C", "C", "O", "C", "H", "H", "H", "H", "H", "H", "H", "H", "H", "H", "H", "H", "H", "H", "H", "C", "O", "C", "C", "N", "C", "C", "O", "C", "H", "H", "H", "H", "H", "H", "H", "H", "H", "H", "H", "H", "H", "H", "H", "C", "O", "C", "C", "N", "C", "C", "O", "C", "H", "H", "H", "H", "H", "H", "H", "H", "H", "H", "H", "H", "H", "H", "H", "C", "O", "C", "C", "N", "C", "C", "O", "C", "H", "H", "H", "H", "H", "H", "H", "H", "H", "H", "H", "H", "H", "H", "H", "O", "H", "H", "O", "H", "H", "O", "H", "H", "O", "H", "H"], "xyz": [[-12.5788, -0.6678, -10.0082], [-12.3170, 0.5049, -9.2480], [-13.0155, 0.4676, -8.0180], [-12.6299, 1.6268, -7.1294], [-11.1863, 1.7860, -7.3040], [-10.6284, 2.8696, -6.5460], [-9.2179, 3.0906, -7.1582], [-9.2428, 3.2650, -8.5573], [-7.9776, 3.3283, -9.2132], [-12.3249, -1.5688, -9.4498], [-11.8206, -0.6758, -10.7912], [-13.5944, -0.7844, -10.3864], [-12.7601, -0.4979, -7.5815], [-14.0867, 0.5324, -8.2086], [-12.9752, 1.5652, -6.0973], [-13.0628, 2.5566, -7.4985], [-10.8438, 0.9587, -6.8365], [-10.5543, 2.7577, -5.4643], [-11.1882, 3.8016, -6.6229], [-8.6156, 2.2051, -6.9555], [-8.6866, 3.9840, -6.8300], [-7.3730, 2.4224, -9.2561], [-7.3259, 3.9932, -8.6463], [-8.0213, 3.7332, -10.2242], [0.7483, 4.6818, -1.6440], [0.3256, 3.2885, -1.6534], [-0.5304, 2.9356, -2.7711], [-2.1061, 2.9916, -2.4053], [-2.5360, 1.9269, -1.4266], [-1.8935, 2.0659, -0.1378], [-2.3442, 0.9423, 0.7778], [-1.9898, -0.3832, 0.2180], [-2.1198, -1.4369, 1.1222], [-0.0823, 5.3868, -1.6082], [1.3283, 4.8953, -2.5419], [1.4262, 4.8704, -0.8115], [-0.2412, 1.9062, -2.9826], [-0.3227, 3.4668, -3.7000], [-2.6076, 2.8431, -3.3617], [-2.3063, 4.0066, -2.0620], [-2.4318, 0.9855, -1.7773], [-1.8927, 3.0502, 0.3305], [-0.8179, 1.9143, -0.2286], [-3.3995, 1.0833, 1.0114], [-1.7054, 1.0853, 1.6493], [-2.9961, -1.3576, 1.7656], [-1.2189, -1.4601, 1.7352], [-2.0777, -2.4331, 0.6820], [-5.3060, 4.1995, 16.7003], [-4.8725, 4.3250, 15.3447], [-3.6969, 5.0675, 15.1734], [-3.4635, 5.4564, 13.7179], [-3.2059, 4.1677, 13.0672], [-2.8510, 4.5002, 11.6523], [-2.5646, 3.3079, 10.7748], [-3.6738, 2.5004, 10.4904], [-3.4037, 1.3291, 9.7264], [-6.3495, 3.9461, 16.8876], [-5.1613, 5.0240, 17.3984], [-4.7927, 3.3615, 17.1719], [-2.8470, 4.5263, 15.5891], [-3.8861, 5.9734, 15.7494], [-2.6784, 6.2066, 13.6241], [-4.2841, 5.9643, 13.2111], [-4.0590, 3.6306, 13.1296], [-1.9630, 5.1322, 11.6576], [-3.5707, 5.0196, 11.0194], [-1.8041, 2.7707, 11.3414], [-2.1787, 3.6308, 9.8079], [-2.8327, 0.6540, 10.3638], [-2.8076, 1.4996, 8.8300], [-4.3045, 0.8162, 9.3895], [12.7075, -1.5447, -3.1505], [11.9190, -2.6821, -3.3309], [10.6663, -2.5745, -2.6759], [9.9627, -3.9582, -2.6199], [8.7503, -3.9045, -1.7622], [7.9264, -5.0577, -2.1536], [6.5203, -4.9769, -1.4480], [5.8877, -3.7781, -1.9823], [4.6131, -3.4915, -1.3129], [13.0638, -1.5141, -2.1208], [12.1874, -0.6404, -3.4666], [13.6086, -1.8086, -3.7041], [9.9267, -1.9106, -3.1235], [10.6391, -2.0156, -1.7405], [10.6272, -4.8082, -2.4653], [9.5760, -4.0802, -3.6317], [8.0770, -3.1602, -1.8748], [8.4619, -5.9435, -1.8121], [7.7284, -5.1401, -3.2223], [6.5861, -5.0609, -0.3633], [5.9420, -5.8598, -1.7202], [4.4125, -2.4248, -1.4131], [4.6434, -3.5879, -0.2276], [3.8437, -4.1605, -1.6982], [8.3532, -9.5845, 3.6035], [8.9158, -9.6233, 4.9490], [9.4826, -8.3727, 5.3109], [8.5270, -7.5917, 6.2989], [7.4882, -6.9209, 5.4559], [6.8132, -5.8866, 6.2651], [6.1676, -4.7740, 5.4472], [5.4470, -3.8142, 6.2121], [4.6513, -3.0049, 5.3511], [9.0765, -9.4547, 2.7985], [7.6246, -8.7759, 3.5459], [7.7609, -10.4919, 3.4859], [9.7992, -7.8714, 4.3963], [10.3531, -8.5796, 5.9334], [9.1863, -6.8877, 6.8064], [8.0968, -8.1580, 7.1249], [7.8999, -6.7255, 4.5545], [7.4475, -5.3689, 6.9846], [5.9829, -6.4547, 6.6846], [5.4424, -5.2904, 4.8183], [6.9124, -4.2357, 4.8611], [5.1357, -2.7819, 4.4005], [4.3755, -2.0743, 5.8472], [3.7566, -3.5645, 5.0785], [7.0659, 0.6598, -3.9950], [7.4602, 1.5876, -3.0098], [6.3562, 2.2186, -2.3427], [6.5560, 2.4650, -0.8367], [7.8830, 2.9255, -0.4139], [8.0511, 4.3596, -0.6662], [9.3749, 4.8167, -0.1004], [10.4310, 4.2476, -0.9041], [11.7432, 4.4359, -0.3701], [6.3952, -0.0826, -3.5626], [8.0394, 0.2078, -4.1850], [6.7246, 1.1969, -4.8800], [5.3990, 1.7330, -2.5323], [6.2762, 3.1936, -2.8233], [6.1845, 1.6580, -0.2051], [5.8130, 3.1665, -0.4575], [8.5967, 2.4543, -0.9512], [7.3016, 4.8923, -0.0809], [7.9412, 4.7092, -1.6927], [9.5538, 4.5211, 0.9334], [9.5123, 5.8943, -0.1902], [11.7286, 4.2773, 0.7082], [11.8635, 5.5114, -0.5003], [12.4289, 3.8023, -0.9327], [1.7574, -10.2127, 4.1733], [0.4536, -10.7524, 4.0117], [0.0147, -11.1101, 2.7219], [-0.4407, -9.8970, 1.8425], [-1.7775, -9.2790, 2.1258], [-2.8522, -10.2952, 1.9903], [-4.3516, -9.8231, 1.8599], [-5.0440, -9.4688, 3.1281], [-4.5936, -8.2687, 3.8164], [1.8440, -9.8505, 5.1977], [2.0838, -9.3821, 3.5475], [2.5932, -10.8788, 3.9591], [-0.7861, -11.8487, 2.7590], [0.7715, -11.7225, 2.2316], [-0.3703, -10.0892, 0.7719], [0.3177, -9.1190, 1.9301], [-1.7265, -8.9636, 3.0840], [-2.8242, -10.9954, 2.8252], [-2.6606, -10.9403, 1.1328], [-4.9568, -10.6333, 1.4532], [-4.4004, -9.0010, 1.1458], [-4.6142, -7.3902, 3.1715], [-3.5592, -8.2652, 4.1600], [-5.1912, -8.0461, 4.7004], [-6.7453, 9.7194, -10.1291], [-6.2028, 10.0866, -8.9136], [-7.1086, 10.3861, -7.8396], [-6.3409, 10.1071, -6.4933], [-5.1377, 10.9370, -6.4771], [-4.3209, 10.6591, -5.3139], [-2.8767, 11.1743, -5.3942], [-2.2037, 10.5827, -6.5217], [-0.8178, 10.6542, -6.2705], [-6.0073, 9.5892, -10.9207], [-7.3935, 10.5034, -10.5208], [-7.2108, 8.7345, -10.0930], [-8.0192, 9.7897, -7.7831], [-7.5266, 11.3925, -7.8603], [-6.0442, 9.0721, -6.3233], [-7.0252, 10.4077, -5.6999], [-4.5604, 10.6880, -7.2676], [-4.3967, 9.6123, -5.0194], [-4.8214, 11.1436, -4.4755], [-2.4232, 10.7924, -4.4796], [-2.7061, 12.2509, -5.4019], [-0.5701, 11.7142, -6.2131], [-0.2861, 10.2788, -7.1449], [-0.6041, 10.0913, -5.3619], [-7.1452, 3.2153, -0.1735], [-7.0245, 4.1642, -0.2070], [-6.2617, 2.8577, -0.2610], [-2.8084, -3.1451, -3.3929], [-2.5999, -4.0740, -3.2929], [-2.6700, -2.7730, -2.5219], [-2.1149, -7.8766, -2.4343], [-1.8774, -8.0394, -1.5214], [-2.3321, -8.7410, -2.7835], [-5.1944, -1.6230, -6.7893], [-4.7094, -2.0016, -6.0561], [-4.8765, -2.0970, -7.5577]], "forces_ev_per_angstrom": [[1.2, 0.1, 0.2], [-0.6, -0.2, -0.3], [-0.3, -0.2, -0.3], [0.7, 1.0, -1.3], [-0.9, -0.5, 1.7], [1.4, 1.5, -1.0], [0.6, 0.1, -0.2], [-0.5, -0.3, -1.6], [0.3, 0.6, 1.2], [-0.2, -0.2, 0.5], [-0.4, 0.2, -0.4], [-0.1, 0.4, -0.1], [-0.2, -0.2, 0.6], [-0.3, -0.4, 0.1], [-0.1, -0.6, 0.2], [-0.3, 0.0, -0.3], [0.7, -0.5, -0.4], [0.3, -0.5, 0.3], [-0.3, 0.0, -0.6], [0.2, -0.2, 0.4], [0.0, 0.0, 1.0], [-0.6, -0.7, 0.1], [0.1, 0.5, 0.1], [-0.7, -0.1, 0.1], [-0.1, -0.9, -0.5], [0.0, 1.5, -0.7], [-1.0, -0.5, 1.3], [2.1, -1.6, -0.1], [-0.3, 2.7, -0.8], [1.3, -1.9, -0.5], [1.1, -0.3, 0.1], [-1.1, 1.8, -0.7], [0.8, -0.1, 1.0], [-0.2, -0.1, 0.1], [0.0, 0.0, -0.3], [-0.3, -0.4, 0.2], [-0.3, -0.2, 0.0], [0.1, 0.6, 0.2], [-0.3, 0.0, 0.1], [-0.3, -0.2, 0.4], [0.2, 0.1, -0.2], [-1.0, 0.1, -0.1], [0.3, -0.1, -0.1], [-0.2, -0.7, 0.1], [-0.4, -0.2, 0.6], [-0.1, 0.0, 0.0], [0.0, 0.2, 0.6], [-0.5, 0.3, -0.8], [0.5, -1.0, 0.7], [-1.6, -0.4, 0.3], [-0.5, 1.8, 0.7], [-0.5, -1.4, 0.7], [1.1, 1.5, -2.2], [-0.7, -1.0, -0.4], [1.1, -0.6, 0.2], [-1.3, -0.2, -0.1], [0.6, 0.1, 0.6], [-0.3, 0.1, -1.2], [0.5, 0.7, -0.6], [0.4, -0.2, 0.0], [0.3, 0.0, -0.2], [0.6, 0.4, 0.2], [0.7, -0.6, 0.2], [-0.7, 0.0, 0.5], [-0.1, -0.1, -0.2], [0.1, -0.1, 0.1], [-0.9, 0.7, 0.7], [0.3, -0.7, -0.3], [0.5, 0.3, 0.0], [0.1, -0.3, 0.0], [0.2, 0.5, -0.1], [-0.3, 0.4, 0.4], [0.9, -0.9, 0.0], [-1.7, -0.2, 0.5], [-1.0, -0.7, 0.4], [-1.0, 2.2, -0.7], [0.1, -1.8, -0.1], [-1.1, 0.0, 1.9], [0.8, 0.0, -1.6], [-0.7, -0.6, 2.0], [1.2, 0.0, -0.2], [-0.3, 0.5, 0.4], [0.3, 0.2, 0.0], [0.0, 0.8, -0.4], [0.1, 0.2, -1.5], [1.2, -0.7, 1.0], [-0.1, 0.2, 0.8], [0.3, -0.3, -0.5], [0.8, 1.0, -0.5], [-0.2, -0.3, -0.1], [0.2, 0.1, -0.3], [0.1, 0.9, 0.2], [-0.2, -0.1, -0.4], [-0.2, -0.2, -0.7], [0.5, -0.5, 0.2], [-0.2, 0.3, -0.1], [-0.6, 0.0, 1.4], [-0.1, 0.0, -1.7], [-1.0, -1.0, 2.1], [0.6, 0.6, -2.7], [0.6, -0.4, 1.7], [-0.7, 0.3, -1.0], [-0.5, -0.4, -0.3], [0.4, 0.1, 0.0], [-0.1, -0.5, 0.1], [0.3, -0.2, 0.2], [0.0, 0.2, 0.0], [0.4, -0.1, -0.1], [-0.1, 0.7, 0.3], [0.3, -0.2, -0.3], [0.1, 0.6, 0.0], [-0.1, -0.6, -0.5], [-0.1, 0.9, 0.2], [0.2, -0.5, 0.4], [0.1, 0.4, 0.9], [0.0, 0.1, -0.7], [0.1, -0.1, -0.3], [0.4, 0.2, 0.0], [0.1, -0.2, 0.1], [-0.3, 0.0, 0.1], [1.5, 0.3, 0.6], [-0.9, 0.3, 1.6], [0.4, 1.1, -0.3], [-0.1, -0.4, 0.4], [-0.7, 0.5, -0.6], [0.3, 0.1, 1.3], [1.6, -0.1, -1.1], [-0.5, -1.1, 0.1], [-1.8, 1.0, -0.2], [-0.3, 0.0, -0.4], [-0.3, -0.5, -0.7], [-0.4, -0.4, -0.1], [0.0, -0.4, 0.1], [-0.2, 0.3, -0.1], [0.8, -1.0, -0.3], [0.0, 0.8, -0.6], [0.1, -0.3, 0.0], [-0.3, 0.0, 0.0], [0.1, -0.2, -0.3], [-0.4, -0.1, 0.2], [-0.4, 0.4, 0.2], [0.3, -0.5, 0.1], [1.2, 0.1, -0.1], [0.0, 0.3, 0.2], [0.5, 0.2, -0.1], [-0.1, 0.3, 0.3], [0.1, 0.2, -1.2], [0.1, 0.3, 0.3], [0.4, -1.1, -0.6], [-1.0, 0.0, 0.7], [0.7, 0.7, 1.4], [1.3, 0.5, -0.4], [0.3, -0.2, -0.9], [-0.2, -0.3, 0.0], [-1.0, 0.5, -0.4], [-0.3, -1.0, 0.3], [-0.3, 0.3, 0.8], [0.6, 0.4, -0.4], [-0.3, -0.6, 0.0], [0.0, 0.2, 0.4], [-0.3, 0.1, 0.2], [-0.1, -0.1, 0.3], [0.2, 0.3, -0.4], [0.1, -0.1, 0.2], [-0.1, 0.3, 0.1], [-0.4, 0.0, -0.3], [0.2, -0.7, 0.0], [-0.4, -0.5, -0.3], [-0.5, -0.2, -1.0], [0.2, 0.3, 1.3], [0.8, -1.1, 1.1], [-0.1, 1.4, -1.4], [0.3, 0.0, 0.0], [-0.5, 1.2, 0.3], [-0.4, -1.4, -0.3], [-0.6, 0.1, 0.7], [-0.4, 0.3, -0.9], [0.7, 0.3, 0.4], [-0.6, -0.1, 0.0], [-0.6, 0.0, 0.2], [0.1, -0.8, -0.6], [0.7, 0.5, -0.2], [-0.4, -0.5, -0.4], [0.1, 0.1, 0.2], [-0.2, 0.0, -0.5], [0.7, -0.6, -0.2], [0.2, 0.4, 0.3], [0.3, 0.0, 0.2], [-0.5, 0.2, -0.1], [0.5, 0.1, 0.5], [0.0, -0.3, 0.2], [0.5, 0.1, 0.0], [-0.2, -0.1, 0.1], [0.0, 0.2, 0.0], [0.3, -0.2, -0.1], [-0.1, 0.1, -0.2], [0.0, -0.3, 0.0], [0.0, 0.2, 0.2], [0.0, 0.2, -0.1], [0.1, 0.0, 0.3], [-0.1, -0.2, -0.1], [-0.2, 0.2, 0.0], [0.1, -0.1, 0.3], [0.1, -0.1, -0.2]]}